1.
The following is a DFT calculation (ωB97M-V/def2-TZVPD) of a molecular structure, C5H7CoO3 at a distorted geometry.

The geometry in ORCA input format:
```
! wB97M-V def2-TZVPD RIJCOSX def2/J DEFGRID3
* xyz 2 5
O -0.95158 -1.01863 -1.27436
C -2.01367 -1.32576 2.00332
C -2.88837 -2.18923 2.42632
C 1.70082 2.38100 -0.70196
H -2.56167 -2.99580 3.08545
H -3.90526 -2.15052 2.03389
O 0.11421 0.64275 -0.09148
H 2.17905 0.44059 0.20933
H 0.74001 2.90860 -0.69638
H 2.35498 2.79236 0.07581
H 1.66915 0.36947 -1.52244
C -0.63288 -0.21570 -0.51692
H 2.15694 2.55804 -1.68673
O -1.21534 -0.52740 1.65407
Co 1.68355 -2.57358 -4.42487
C 1.57004 0.90381 -0.57305
*
```

Calculated values
F_max   2.6 eV/A
HOMO level (spin up / spin down)   -15.469 / -15.469 eV
Frontier orbital gap (spin up / spin down)   0.262 / 0.160 hartree
E_tot   -1802.3253 Ha
E_LUMO (spin up / spin down)   -8.33 / -11.12 eV

Results of the Mulliken charge analysis, in e, for atoms 1 through 6: -0.2235, 0.8977, -0.8529, -1.0029, 0.2715, 0.2669

=====

2.
The following is a DFT calculation (ωB97M-V/def2-TZVPD) of C3H9N3O in the gas phase at a distorted geometry.

The geometry in ORCA input format:
```
! wB97M-V def2-TZVPD RIJCOSX def2/J DEFGRID3
* xyz 0 1
H 1.96588 -0.03035 -1.33825
H -1.69697 -1.00032 1.20953
H 0.74390 2.21141 0.48803
N -2.66101 -0.80224 -0.56368
H 0.08368 1.67894 -1.06694
H -0.92501 1.64854 0.37760
C 0.08446 1.49686 0.00376
H 2.30700 -1.16494 -0.02605
N -0.35026 -0.85391 -0.39464
C 0.55533 0.07183 0.27829
H 2.65154 0.55209 0.18336
N -1.60277 -0.91315 0.17828
H 0.55032 -0.10569 1.37141
H 0.06178 -1.78210 -0.47502
O -3.72909 -0.84706 0.03393
C 1.96122 -0.15991 -0.25959
*
```

Calculated values
F_max   1.6 eV/A
HOMO level   -9.291 eV
Frontier orbital gap   0.374 hartree
SMILES   CC(C)NNN=O
E_tot   -359.1091 Ha
E_LUMO   0.88 eV

Results of the Mulliken charge analysis, in e, for atoms 1 through 6: 0.3788, 0.2360, 0.3929, -0.0616, 0.3378, 0.3549

=====

3.
The following is a DFT calculation (ωB97M-V/def2-TZVPD) of 8 unconnected molecules or ions with the total composition C34H70Cl2N6O12P2 at a distorted geometry.

The geometry in ORCA input format:
```
! wB97M-V def2-TZVPD RIJCOSX def2/J DEFGRID3
* xyz -1 2
H 8.24764 3.10111 -2.48053
C 14.17740 1.57677 -2.54639
C 9.73041 -1.10511 2.59472
H 13.01722 4.04298 -5.49165
H 10.60447 -3.95711 2.36367
H 13.01834 -4.78199 -2.01004
P 7.32871 -3.61733 -3.02656
H 5.56698 -4.63833 2.19031
C 7.84675 -1.68128 -1.09330
C 9.03085 2.99117 -3.23059
H 5.40416 1.48344 4.30566
C 5.39428 -2.47875 2.60242
C 9.47791 -5.84386 2.53972
H 10.57218 5.17721 -2.16544
C 12.87327 2.81757 -0.86050
H 8.64467 -1.00882 2.59286
H 10.59483 1.00908 -1.11662
Cl 9.94502 1.49243 3.37701
C 9.48151 -4.30392 -4.52765
H 11.81095 -3.26135 -4.12671
C 8.11455 -6.23447 -3.94786
H 9.74610 -3.24720 -4.48984
C 15.18859 1.21537 5.43838
C 11.53634 5.33940 -2.64730
C 11.57040 -1.85801 -2.62925
H 5.57644 -1.27740 4.38885
H 8.71209 2.39105 -4.08284
C 6.02794 -5.64594 -1.58190
O 11.93852 1.84702 -4.64586
H 4.39028 -3.49976 -1.63574
H 8.62234 -5.73057 3.20551
C 5.97535 2.89368 1.70659
N 8.16425 -3.03956 -1.59981
O 5.17784 -3.18948 4.90810
H 12.35626 0.27640 4.86077
O 16.17318 1.09442 6.17509
C 5.96178 -3.86746 2.85212
H 15.02160 2.26615 -2.53252
H 9.12998 -4.76819 -1.08134
C 13.88915 0.70211 3.43012
H 7.80405 -4.20966 0.00999
C 6.35177 1.71287 3.81833
Cl 10.16670 -1.76453 4.21625
H 10.28470 0.49346 1.14881
H 10.58853 -1.84465 -3.10238
O 7.02027 -2.45799 -3.96173
C 11.62257 -2.10285 -1.13875
H 13.87116 -0.36080 3.18931
H 12.07006 5.61275 -5.36846
N 5.95558 -4.50788 -2.51402
O 9.62042 -8.31657 3.13356
N 10.23976 2.40046 -2.65710
H 9.90092 -1.86703 1.83412
O 11.80944 -3.39194 -0.94932
H 6.16502 -1.80812 2.22251
H 8.97467 1.09702 -1.67537
C 11.87871 -5.72982 2.43594
C 15.21051 1.32570 3.90971
P 11.77018 2.63958 -3.38806
C 4.63496 -3.93636 -2.60405
H 16.12278 0.81269 3.60528
H 13.43152 3.74965 -0.77275
O 11.39681 -1.25492 -0.26087
O 6.61795 0.78772 2.75380
H 4.61740 -3.15229 -3.36103
N 11.88780 4.31735 -3.67269
O 6.84040 0.93538 0.47579
H 7.91382 -0.94651 -1.89562
H 9.14649 -5.84166 1.50133
H 5.64258 3.78256 3.67231
H 3.89453 -4.63890 -2.98652
C 10.64624 -4.94507 2.82225
C 12.63564 4.83793 -4.85090
C 4.94186 -2.07422 4.00093
H 11.86295 3.08045 -0.54703
H 13.32313 2.10559 -0.16854
H 11.53626 0.06617 2.31377
C 13.05745 1.09130 4.68090
H 11.59379 6.32660 -3.10581
C 10.15220 -7.19981 2.90528
H 4.90402 2.90692 1.50617
H 7.14536 1.67044 4.56432
H 12.82026 -5.38839 2.86608
C 10.46658 0.23697 2.19248
H 13.53617 5.22794 -4.37651
C 12.10521 -4.19888 -2.12950
H 12.42440 1.97371 4.58761
N 12.92647 2.33636 -2.20884
C 10.00622 1.17140 -2.01956
H 14.42065 0.73811 -1.89403
H 12.09723 -5.75483 1.36837
H 10.63314 -4.62174 3.86311
O 11.49290 -7.04117 2.79083
H 8.01498 -6.80711 -3.02576
H 8.88678 -6.65861 -4.58963
O 5.73021 -5.39648 4.91132
H 15.36637 2.37973 3.67988
H 7.01795 -3.87203 2.58270
H 5.41408 -5.46687 -0.69917
H 6.46816 3.66189 1.11069
C 6.32721 3.10967 3.15599
H 7.19991 -6.40717 -4.51504
H 12.03694 -0.90654 -2.88451
H 3.88735 -1.81153 4.08518
N 8.41780 -4.79404 -3.63098
C 12.22990 -3.04714 -3.14349
H 7.05398 -5.92693 -1.34445
H 4.53605 -2.40746 1.93425
O 13.90530 1.18825 5.80792
H 13.56693 1.25441 2.54738
H 6.86789 -1.71216 -0.61478
C 8.65527 -3.91189 -0.60226
H 10.41919 -4.81288 -4.30446
H 10.03410 0.41370 -2.80264
H 5.48656 -6.45550 -2.07143
H 9.19205 -4.50169 -5.55974
H 7.30863 3.54998 3.33220
H 9.42860 -3.44192 0.00535
C 6.56147 1.47602 1.53643
H 13.30790 -2.88909 -3.11144
H 12.17309 5.17307 -1.77841
H 8.54598 -1.37594 -0.31487
C 5.72451 -4.28742 4.34686
H 11.30084 -4.90261 -2.34363
H 14.20622 1.18142 -3.56175
H 9.26226 3.96255 -3.66760
*
```

Calculated values
F_max   4.6 eV/A
HOMO level (spin up / spin down)   0.400 / -6.456 eV
Frontier orbital gap (spin up / spin down)   0.052 / 0.301 hartree
E_tot   -4172.0545 Ha
E_LUMO (spin up / spin down)   1.81 / 1.75 eV

Results of the Mulliken charge analysis, in e, for atoms 1 through 6: 0.2917, -1.2597, 1.3358, 0.2478, -0.5339, 0.3984

=====

4.
The following is a DFT calculation (ωB97M-V/def2-TZVPD) of 7 unconnected molecules or ions with the total composition C39H30O25 at a distorted geometry.

The geometry in ORCA input format:
```
! wB97M-V def2-TZVPD RIJCOSX def2/J DEFGRID3
* xyz 0 1
H 0.28894 -2.60260 -1.79443
C -0.08790 4.81297 0.56163
C -0.57661 -2.99854 -5.64526
C -1.20506 -1.87435 -6.24597
H 0.89000 0.88226 -3.74285
C 1.37727 3.89887 -1.81229
O 5.67333 4.39160 4.71010
O 2.04056 5.63509 1.41979
C -0.48469 -4.04198 2.62912
O -1.83696 0.15749 -4.00463
O 1.70928 -3.84824 -4.75130
O 2.09097 3.22522 -2.79208
O -1.89501 -3.63728 -3.00235
H -0.85218 2.05711 1.84312
O -3.28406 2.54760 1.15205
C 0.98867 -2.92152 -5.35858
H -5.03021 2.33973 2.39592
H -1.16151 -7.10409 1.48446
H 3.00397 3.04341 -2.65782
C -0.99976 1.22741 3.76852
O -1.01345 0.24157 -7.44580
H -1.79178 -0.01590 -7.79373
H -2.89517 -4.36776 -0.38469
C -2.73405 -3.54272 -0.75551
C -1.16279 -2.76285 2.75490
O 0.76032 -4.00561 2.65930
O -3.29758 -1.45849 3.06837
C -1.95598 0.11167 -1.72330
C -3.18800 1.11845 4.69987
O -2.44563 -1.95122 -6.76489
C -0.76638 4.11859 -0.64186
C 5.17276 3.29533 3.96406
H -3.57014 -3.31519 -1.16475
C -2.63543 -2.65655 2.89939
H -2.43259 -2.77522 -0.16194
H 6.54800 0.83346 2.06512
O -4.70244 -3.77478 2.79901
H 0.02773 -3.11196 -0.27535
H 6.66018 4.19872 4.71881
C -1.18190 -5.25751 2.38619
C 4.19062 1.31707 2.05968
C -1.63557 -3.58476 -1.78830
H 0.09822 5.48577 2.31146
O -5.05975 2.18891 3.36264
H 2.60032 0.39115 -0.42404
C -2.85687 2.14220 2.25125
C 5.71828 1.58561 2.44061
C -1.83022 0.80947 4.84489
O 0.71754 -0.08100 0.86994
C 6.16807 2.43625 3.31696
H 1.52608 0.31635 -6.47306
H -3.88930 1.10427 5.53699
H -3.60754 -0.29425 -2.69775
C 1.41253 5.02703 0.52295
C -1.20884 0.16435 -3.01519
C 1.12005 -0.63338 -6.34764
O -3.24100 -0.13935 -1.90305
O -0.66655 5.16641 1.74635
H -1.12155 -3.87261 -5.41689
C 0.95772 0.35871 -1.45464
H 3.16918 4.14101 4.06957
C -3.72003 1.86986 3.41836
C 1.81177 -1.69867 -5.48630
C 2.19455 4.43845 -0.55997
O 0.34748 0.73765 3.87040
C -0.09716 3.76434 -1.80881
O 2.10871 2.40554 2.17276
O 3.77945 0.25093 1.36468
H 1.41199 -4.87090 -4.83220
C 0.25317 0.33672 -2.86195
H -0.61295 -1.89688 2.72582
H -1.90942 4.05809 -0.55009
C -1.20667 0.05815 -0.27012
H -4.07452 -1.51257 3.41259
O -0.60181 -6.30769 1.69373
C 3.27692 2.32787 2.58318
C 3.66310 3.27079 3.63753
H 4.45235 -0.38584 1.43781
O -0.67227 3.35297 -2.82519
C -3.45661 -3.86109 2.74506
C -0.16241 -3.42371 -1.41304
O 7.48048 2.63395 3.47677
H -1.79382 -0.09137 0.63061
H 0.93929 1.10222 3.25664
O 2.38309 0.46636 -1.35789
O -1.32654 0.09742 5.75323
C -2.78474 -5.08618 2.52381
O 2.95795 -1.60535 -5.27427
H 0.43736 -4.37640 -1.44752
C 0.26923 0.10123 -0.20839
H 3.27556 4.40799 -0.66602
C -0.37362 -0.77501 -6.74596
H -3.41409 -5.79983 2.14586
C -1.44193 1.86960 2.58578
*
```

Calculated values
F_max   11.8 eV/A
HOMO level   -8.501 eV
Frontier orbital gap   0.192 hartree
SMILES   O=C1C=C(O)C(=O)C=C1O.O=C1C=C(O)C(=O)C=C1O.O=C1C=C(O)C(=O)C=C1O.O=C1C=C(O)C(=O)C=C1O.O=C1C=C(O)C(=O)C=C1O.O=C1C=C(O)C(=O)C=C1O.CC(C)=O
E_tot   -3384.2743 Ha
E_LUMO   -3.28 eV

Results of the Mulliken charge analysis, in e, for atoms 1 through 6: -0.1305, 0.0000, -0.7897, 1.1264, 0.3879, 0.2391

=====

5.
The following is a DFT calculation (ωB97M-V/def2-TZVPD) of C6H10N2 in the gas phase at a distorted geometry.

The geometry in ORCA input format:
```
! wB97M-V def2-TZVPD RIJCOSX def2/J DEFGRID3
* xyz 0 1
C -0.28356 -0.96241 1.05385
H 0.50073 -0.95387 1.91114
H 0.57267 -0.80054 -2.54946
C 0.08819 -1.59497 -0.32967
N -0.30560 1.70310 1.15324
H -1.54887 2.23278 -0.73096
C -1.00910 0.51562 1.00576
H -1.02744 -1.52513 1.46838
H 1.44923 0.79231 -0.19177
H -0.65117 -2.36275 -0.55823
H 0.92429 1.47445 -1.66614
H -0.93306 2.35890 1.60045
C -0.80170 1.45379 -0.16256
C 0.67629 -0.65682 -1.30637
H -2.17990 0.62408 1.49269
C 0.51290 0.90872 -0.84941
H 2.46695 -1.79326 -0.99765
N 1.54914 -1.41400 -0.34329
*
```

Calculated values
F_max   6.0 eV/A
HOMO level   -8.999 eV
Frontier orbital gap   0.368 hartree
SMILES   C1[C@@H]2N[C@@H]2C[C@@H]2N[C@H]12
E_tot   -343.8945 Ha
E_LUMO   1.03 eV

Results of the Mulliken charge analysis, in e, for atoms 1 through 6: -1.0695, 0.3035, 0.2633, 0.1936, -0.5816, 0.2850

=====

6.
The following is a DFT calculation (ωB97M-V/def2-TZVPD) of 2 unconnected molecules or ions with the total composition C5H10O at a distorted geometry.

The geometry in ORCA input format:
```
! wB97M-V def2-TZVPD RIJCOSX def2/J DEFGRID3
* xyz 0 1
H 1.35916 -1.10060 1.86634
H -0.85007 -2.47260 -0.77300
C -0.39842 -0.78926 0.54805
O 1.49127 0.75702 0.93576
H -1.28392 -0.19078 0.54190
H 1.28216 1.17275 1.78392
H -0.55428 2.98560 -1.57435
H -0.02428 -2.94866 0.75120
H -1.42617 1.51982 -1.76169
H -0.04461 1.58624 -0.61217
H 1.32366 -1.12686 -1.18907
C 0.84660 -1.24408 -0.24281
C -0.20461 -2.15591 0.03415
C 0.99927 -0.54694 0.99033
C -0.91738 2.13016 -1.03659
H -1.59839 2.42409 -0.26196
*
```

Calculated values
F_max   3.0 eV/A
HOMO level   -8.818 eV
Frontier orbital gap   0.359 hartree
SMILES   O[C@@H]1[C@H]2C[C@@H]12.C
E_tot   -271.6341 Ha
E_LUMO   0.96 eV

Results of the Mulliken charge analysis, in e, for atoms 1 through 6: 0.3350, 0.2420, -0.3975, -0.5268, 0.4081, 0.3265

=====

Look up the F_max of the fifth one. 6.0 eV/A